(1)
C19H16N4O3Pd as an isolated structure, computed with ωB97M-V with the def2-TZVPD basis set.

## Properties
* E_HOMO: 0.2 eV
* E_LUMO: 5.23 eV
* gap between HOMO and LUMO: 5.01 eV

```
! wB97M-V def2-TZVPD RIJCOSX def2/J DEFGRID3
* xyz -2 1
Pd 0.399 -1.068 -1.927
O 3.625 -0.088 2.383
C 2.695 0.686 2.828
C 2.995 1.738 3.741
C 2.023 2.580 4.235
C 0.687 2.431 3.859
C 0.363 1.415 2.972
C 1.317 0.545 2.454
C 0.901 -0.518 1.487
O 1.867 -1.280 0.994
N -0.345 -0.619 1.180
N -0.616 -1.590 0.204
C -1.873 -1.621 -0.050
C -2.570 -2.463 -1.014
C -3.947 -2.601 -0.825
C -4.756 -3.377 -1.641
C -4.146 -4.035 -2.715
C -2.800 -3.900 -2.960
C -1.931 -3.101 -2.141
O -0.702 -2.987 -2.429
H 2.730 -0.932 1.406
H 4.035 1.849 4.030
H 2.304 3.370 4.927
H -0.081 3.095 4.239
H -0.658 1.266 2.644
H -2.515 -0.955 0.541
H -4.389 -2.076 0.019
H -5.819 -3.466 -1.453
H -4.745 -4.656 -3.377
H -2.334 -4.397 -3.804
N -0.580 1.598 -2.664
C 0.625 1.843 -2.042
C 1.042 3.117 -1.648
C 2.243 3.259 -0.982
C 3.030 2.138 -0.751
C 2.567 0.919 -1.212
N 1.395 0.751 -1.839
H -1.346 2.166 -2.337
H -0.733 0.562 -2.619
H 0.401 3.969 -1.841
H 2.557 4.235 -0.630
H 3.958 2.189 -0.199
H 3.127 0.008 -1.044
*
```

These are the Mulliken partial charges, in e, on atoms 1 to 4: -0.2703, -0.9813, 0.5556, -0.6988

---

(2)
One molecule with the formula C19H16N4O5, computed with ωB97M-V with the def2-TZVPD basis set.

## Properties
* E_HOMO: -8.5 eV
* SMILES: COc1ccc(/C=N/NC(=O)c2c(-c3ccccc3)noc2C)cc1[N+](=O)[O-]
* E_LUMO: -0.29 eV
* gap between HOMO and LUMO: 8.21 eV
* energy relative to the best compared isomer or geometry (same formula, charge and spin): 122.82 kJ/mol

```
! wB97M-V def2-TZVPD RIJCOSX def2/J DEFGRID3
* xyz 0 1
C -5.469 -1.231 0.843
O -5.014 0.070 0.530
C -3.717 0.406 0.558
C -3.479 1.791 0.548
C -2.217 2.313 0.664
C -1.108 1.473 0.830
C 0.228 2.016 0.915
N 1.244 1.255 0.825
N 2.471 1.772 0.850
C 3.610 1.039 0.629
O 4.696 1.571 0.741
C 3.425 -0.375 0.284
C 2.475 -1.038 -0.562
C 1.414 -0.473 -1.386
C 1.558 0.768 -1.999
C 0.524 1.291 -2.753
C -0.654 0.581 -2.912
C -0.788 -0.672 -2.336
C 0.241 -1.200 -1.580
N 2.702 -2.326 -0.552
O 3.760 -2.560 0.259
C 4.213 -1.404 0.751
C 5.371 -1.409 1.671
C -1.323 0.103 0.846
C -2.595 -0.433 0.669
N -2.628 -1.862 0.500
O -1.960 -2.537 1.251
O -3.278 -2.295 -0.432
H -6.533 -1.120 1.047
H -5.325 -1.922 0.007
H -4.968 -1.627 1.731
H -4.340 2.433 0.449
H -2.077 3.383 0.636
H 0.323 3.104 1.012
H 2.609 2.773 1.021
H 2.484 1.315 -1.896
H 0.640 2.257 -3.224
H -1.461 0.997 -3.495
H -1.698 -1.237 -2.476
H 0.156 -2.177 -1.129
H 5.764 -0.401 1.759
H 5.069 -1.769 2.654
H 6.141 -2.076 1.289
H -0.484 -0.564 0.961
*
```

These are the Mulliken partial charges, in e, on atoms 1 to 4: -0.8052, -0.4524, 0.7169, -0.6851

---

(3)
One molecule with the formula C19H16O2, computed with ωB97M-V with the def2-TZVPD basis set.

## Properties
* E_HOMO: -8.1 eV
* SMILES: CCCC(=O)C#CC#CCOc1ccc2ccccc2c1
* E_LUMO: -0.34 eV
* gap between HOMO and LUMO: 7.78 eV
* energy relative to the best compared isomer or geometry (same formula, charge and spin): 106.54 kJ/mol

```
! wB97M-V def2-TZVPD RIJCOSX def2/J DEFGRID3
* xyz 0 1
C 0.096 -5.446 -1.556
C 0.369 -4.717 -2.863
C -0.774 -3.696 -3.157
C -0.330 -2.613 -4.139
O -0.041 -2.939 -5.292
C -0.271 -1.235 -3.768
C -0.312 -0.082 -3.389
C -0.361 1.263 -2.877
C -0.350 2.378 -2.402
C -0.346 3.650 -1.620
O -1.309 3.602 -0.541
C -0.898 3.150 0.704
C -1.701 3.446 1.824
C -1.425 3.039 3.104
C -0.253 2.333 3.356
C 0.082 1.945 4.640
C 1.256 1.236 4.860
C 2.125 0.882 3.822
C 1.753 1.194 2.511
C 0.599 1.970 2.252
C 0.279 2.392 0.931
H 0.635 -6.375 -1.471
H 0.410 -4.843 -0.706
H -0.965 -5.678 -1.427
H 0.407 -5.457 -3.668
H 1.352 -4.213 -2.810
H -1.040 -3.181 -2.208
H -1.654 -4.172 -3.562
H -0.562 4.484 -2.265
H 0.641 3.856 -1.159
H -2.628 4.034 1.661
H -2.116 3.283 3.905
H -0.560 2.152 5.496
H 1.480 0.956 5.914
H 3.033 0.335 4.051
H 2.418 0.956 1.709
H 0.962 2.112 0.140
*
```

These are the Mulliken partial charges, in e, on atoms 1 to 4: -1.2539, -0.2748, -0.5732, 0.2373

---

(4)
C19H17BeN4O as an isolated structure, computed with ωB97M-V with the def2-TZVPD basis set.

## Properties
* E_HOMO: -11.2 eV
* E_LUMO: -3.80 eV
* gap between HOMO and LUMO: 7.45 eV
* energy relative to the best compared isomer or geometry (same formula, charge and spin): 0.00 kJ/mol

```
! wB97M-V def2-TZVPD RIJCOSX def2/J DEFGRID3
* xyz 1 1
Be -0.502 -0.064 -0.599
C -1.478 -2.108 2.663
C -1.459 -1.274 1.434
N -0.431 -0.693 0.952
N 0.861 -0.877 1.361
C 1.574 -0.735 0.257
O 1.004 -0.486 -0.898
C 3.036 -0.874 0.307
C 3.763 -0.935 -0.879
C 5.142 -1.057 -0.836
C 5.795 -1.113 0.387
C 5.071 -1.053 1.572
C 3.692 -0.937 1.535
C -2.581 -1.159 0.457
C -3.890 -1.528 0.688
C -4.808 -1.422 -0.352
C -4.393 -0.949 -1.583
C -3.064 -0.588 -1.740
N -2.178 -0.700 -0.755
H -0.867 -1.641 3.434
H -1.033 -3.082 2.444
H -2.485 -2.265 3.038
H 3.240 -0.894 -1.824
H 5.708 -1.111 -1.756
H 6.872 -1.206 0.420
H 5.584 -1.098 2.523
H 3.116 -0.894 2.449
H -4.194 -1.891 1.658
H -5.839 -1.709 -0.195
H -5.076 -0.861 -2.416
H -2.692 -0.207 -2.683
C -0.721 4.392 -1.139
C -1.635 3.746 -0.318
C -1.561 2.374 -0.201
N -0.636 1.648 -0.843
C 0.256 2.274 -1.623
C 0.237 3.643 -1.803
H -0.753 5.467 -1.254
H -2.391 4.293 0.226
H -2.253 1.824 0.425
H 1.002 1.644 -2.087
H 0.971 4.108 -2.445
*
```

These are the Mulliken partial charges, in e, on atoms 1 to 4: -0.7984, -1.4433, 0.7280, 0.8749

---

(5)
C19H17BrF6N2OSSiTm as an isolated structure, computed with ωB97M-V with the def2-TZVPD basis set.

## Properties
* E_HOMO (spin up / spin down): -16.4 / -16.4 eV
* E_LUMO (spin up / spin down): -11.75 / -11.71 eV
* gap between HOMO and LUMO (spin up / spin down): 4.68 / 4.72 eV

```
! wB97M-V def2-TZVPD RIJCOSX def2/J DEFGRID3
* xyz 3 3
C 4.167 -0.595 0.904
Si 3.166 -2.067 0.270
C 3.013 -3.446 1.492
C 4.121 -2.741 -1.265
O 1.685 -1.655 -0.294
C 0.899 -0.609 0.323
C -0.398 -0.432 -0.497
C -1.674 -0.687 0.242
C -2.173 0.131 1.241
C -1.419 1.421 1.613
F -2.081 2.124 2.553
F -0.244 1.010 2.200
C -1.136 2.332 0.453
C 0.038 3.078 0.427
C 0.262 3.977 -0.605
C -0.665 4.120 -1.612
C -1.838 3.368 -1.577
C -2.840 3.532 -2.689
F -2.242 3.385 -3.887
F -3.821 2.611 -2.615
F -3.414 4.738 -2.662
C -2.079 2.487 -0.542
C -3.358 -0.257 1.904
F -3.853 0.425 2.867
C -4.117 -1.410 1.557
Br -5.646 -1.797 2.423
C -3.631 -2.216 0.505
N -4.175 -3.317 0.022
S -3.211 -3.825 -1.144
N -2.074 -2.706 -1.081
C -2.419 -1.855 -0.124
H 5.239 -0.766 1.068
H 4.079 0.231 0.192
H 3.757 -0.234 1.843
H 3.953 -3.695 1.977
H 2.609 -4.317 0.981
H 2.285 -3.142 2.240
H 4.925 -3.427 -0.941
H 4.529 -1.915 -1.878
H 3.478 -3.310 -1.930
H 0.680 -0.884 1.350
H 1.450 0.326 0.300
H -0.341 -1.126 -1.326
H -0.428 0.567 -0.924
H 0.757 3.000 1.226
H 1.152 4.584 -0.612
H -0.490 4.815 -2.417
H -3.008 1.935 -0.523
Tm 6.529 -1.769 -1.029
*
```

These are the Mulliken partial charges, in e, on atoms 1 to 4: -1.3836, 0.5281, -0.9936, -0.8833

---

(6)
A 2-piece molecular cluster, C19H17Cl2 overall, computed with ωB97M-V with the def2-TZVPD basis set.

## Properties
* E_HOMO: -11.3 eV
* E_LUMO: -6.06 eV
* gap between HOMO and LUMO: 5.29 eV
* energy relative to the best compared isomer or geometry (same formula, charge and spin): 0.00 kJ/mol

```
! wB97M-V def2-TZVPD RIJCOSX def2/J DEFGRID3
* xyz 1 1
Cl 5.642 1.751 0.150
C 4.018 1.467 0.639
C 3.745 0.878 1.871
C 2.449 0.667 2.259
C 1.356 1.042 1.435
C 0.051 0.810 1.938
C -1.253 1.041 1.434
C -2.346 0.661 2.256
C -3.641 0.869 1.869
C -3.916 1.461 0.639
Cl -5.543 1.743 0.152
C -2.869 1.834 -0.197
C -1.571 1.626 0.186
C 1.672 1.621 0.184
C 2.970 1.834 -0.198
H 4.566 0.601 2.512
H 2.250 0.198 3.208
H 0.052 0.369 2.921
H -2.144 0.192 3.204
H -4.461 0.589 2.510
H -3.108 2.303 -1.138
H -0.803 1.920 -0.496
H 0.901 1.901 -0.500
H 3.205 2.301 -1.142
H 0.001 -1.459 0.387
C -0.027 -2.259 -0.365
C -1.314 -2.176 -1.125
C -1.368 -2.061 -2.442
C -0.148 -1.993 -3.307
C 1.139 -2.051 -2.544
C 1.193 -2.167 -1.227
H 0.000 -3.201 0.200
H -2.234 -2.217 -0.564
H -2.331 -2.014 -2.925
H -0.174 -2.815 -4.036
H -0.175 -1.068 -3.900
H 2.060 -1.998 -3.104
H 2.157 -2.200 -0.743
*
```

These are the Mulliken partial charges, in e, on atoms 1 to 4: -0.1369, 0.4762, -0.7845, -0.7039

---

(7)
C19H17CrF5N2O as an isolated structure, computed with ωB97M-V with the def2-TZVPD basis set.

## Properties
* E_HOMO (spin up / spin down): -6.3 / -7.7 eV
* E_LUMO (spin up / spin down): -0.57 / -2.57 eV
* gap between HOMO and LUMO (spin up / spin down): 5.76 / 5.14 eV
* energy relative to the best compared isomer or geometry (same formula, charge and spin): 405.06 kJ/mol

```
! wB97M-V def2-TZVPD RIJCOSX def2/J DEFGRID3
* xyz 0 5
C 0.365 -2.114 1.364
C 3.451 -0.639 0.987
H 0.459 -2.254 2.454
H 1.008 -2.933 0.985
H -0.695 -2.206 1.072
H 3.983 0.267 0.707
H 3.305 -0.874 2.073
H 3.881 -1.563 0.538
C -0.302 0.363 2.643
C -0.857 1.350 3.459
C -0.529 2.688 3.225
C 0.278 2.968 2.128
H -0.591 -0.665 2.740
H -1.543 1.056 4.234
H -0.900 3.488 3.859
H 0.458 3.995 1.806
N 0.606 0.601 1.686
C 0.836 1.915 1.373
C 1.504 2.140 0.099
N 1.814 1.005 -0.587
C 2.240 1.140 -1.858
C 2.117 3.552 -1.786
C 2.418 2.382 -2.471
H 2.381 0.221 -2.412
H 2.789 2.409 -3.478
C 1.639 3.412 -0.493
H 1.344 4.276 0.078
H 2.246 4.536 -2.228
Cr 1.587 -0.775 0.559
C 1.206 -1.661 -1.344
H 2.030 -1.795 -2.044
H 0.579 -0.947 -1.877
H 0.633 -2.587 -1.260
F -5.174 -3.633 -2.313
C -4.208 -2.833 -1.846
C -3.611 -1.903 -2.706
F -3.985 -1.831 -4.000
C -2.666 -1.041 -2.222
F -2.190 -0.025 -2.951
C -2.201 -1.125 -0.880
O -1.147 -0.537 -0.518
C -3.012 -1.896 -0.007
F -2.920 -1.637 1.309
C -3.960 -2.763 -0.474
F -4.666 -3.528 0.380
*
```

These are the Mulliken partial charges, in e, on atoms 1 to 4: -1.5142, -1.2504, 0.5837, 0.2815

---

(8)
C19H17IN4O2Sn as an isolated structure, computed with ωB97M-V with the def2-TZVPD basis set.

## Properties
* E_HOMO (spin up / spin down): -14.1 / -14.1 eV
* E_LUMO (spin up / spin down): -8.33 / -8.33 eV
* gap between HOMO and LUMO (spin up / spin down): 5.77 / 5.78 eV
* energy relative to the best compared isomer or geometry (same formula, charge and spin): 16.70 kJ/mol

```
! wB97M-V def2-TZVPD RIJCOSX def2/J DEFGRID3
* xyz 2 1
Sn 1.089 0.423 0.915
O 2.199 -1.367 -0.364
C 2.406 -2.585 -0.180
C 3.467 -3.249 -0.903
C 3.710 -4.583 -0.736
C 2.919 -5.330 0.149
C 1.877 -4.720 0.870
C 1.599 -3.381 0.737
C 0.513 -2.842 1.547
N 0.111 -1.632 1.612
C -0.937 -1.305 2.580
C -1.937 -0.372 1.929
N -1.247 0.808 1.376
C -1.970 1.853 1.236
C -1.633 3.146 0.652
C -2.661 4.046 0.506
C -2.455 5.318 -0.061
C -1.179 5.714 -0.487
C -0.123 4.858 -0.350
C -0.295 3.540 0.225
O 0.693 2.794 0.365
H 4.056 -2.637 -1.573
H 4.509 -5.066 -1.280
H 3.108 -6.386 0.284
H 1.286 -5.326 1.546
H 0.017 -3.588 2.174
H -1.438 -2.201 2.952
H -0.467 -0.806 3.433
H -2.434 -0.898 1.109
H -2.699 -0.075 2.651
H -3.011 1.799 1.568
H -3.659 3.779 0.832
H -3.293 5.994 -0.160
H -1.036 6.697 -0.914
H 0.881 5.128 -0.648
I -2.540 -0.333 -4.342
C -0.967 0.076 -3.080
C 0.314 0.455 -3.422
N 0.997 0.613 -2.279
N 0.230 0.363 -1.206
C -0.967 0.031 -1.685
H 0.774 0.619 -4.383
H 1.969 0.860 -2.170
H -1.777 -0.228 -1.025
*
```

These are the Mulliken partial charges, in e, on atoms 1 to 4: 1.0879, -0.4179, 0.5072, -0.5378

---

| no. | maximum force (eV Å⁻¹) |
| --- | --- |
| 1 | 0.58 |
| 2 | 1.34 |
| 3 | 2.93 |
| 4 | 0.11 |
| 5 | 1.09 |
| 6 | 0.52 |
| 7 | 4.14 |
| 8 | 0.16 |